Formula: C54H141N11O16
Source: the OMol25 dataset
Level of theory: the ωB97M-V functional and the def2-TZVPD basis

As for the relative energy (zero: lowest compared OMol25 entry of this formula, charge and spin): 78.18 kcal/mol. Its HOMO energy is -8.56 eV. As for the total charge: 0. The calculation puts the gap between HOMO and LUMO at 0.330 Eh. The calculation puts the electronic energy at -107421.505 eV. The structure (SMILES) is COC[C@H](C)N.COC[C@H](C)N.COC[C@H](C)N.COC[C@H](C)N.COC[C@H](C)N.COC[C@H](C)N.COCCNCCOC.COCCNCCOC.COCCNCCOC.COCCNCCOC.COCCNCCOC.

Structure (XYZ):
```
222
Properties=species:S:1:pos:R:3:forces:R:3
C -0.8928 -4.2605 5.5460 0.041 -0.211 0.861
C -2.1892 -4.5557 4.7843 0.868 0.074 -0.936
C -2.4679 -3.5750 3.6251 -0.187 -0.801 1.009
O -2.6434 -2.3191 4.2436 -0.041 -0.266 -0.506
C -2.9896 -1.2849 3.3658 0.691 1.355 0.077
N -2.1192 -5.9488 4.3060 -1.166 0.619 0.349
H -0.2985 -3.4070 5.2202 -0.321 0.140 -0.216
H -0.2344 -5.1323 5.5521 -0.053 -0.066 -0.344
H -1.1015 -4.1333 6.6104 -0.035 0.305 -0.048
H -3.0778 -4.3885 5.3946 0.177 -0.517 0.456
H -3.4115 -3.9167 3.1790 -0.085 0.192 -0.232
H -1.6931 -3.6836 2.8551 0.243 0.665 0.000
H -3.8590 -1.4476 2.7221 0.083 -0.485 -0.019
H -2.1078 -0.9632 2.7943 -0.193 -0.296 -0.429
H -3.2076 -0.3891 3.9562 -0.173 -0.267 0.242
H -1.2604 -6.1634 3.8181 -0.007 0.209 -0.174
H -2.8946 -6.0297 3.6550 0.219 -0.630 -0.149
C 1.0130 -5.0234 -5.0945 -0.887 -0.022 -0.610
C 1.2082 -4.9446 -3.6072 0.677 0.236 1.215
C 2.4970 -4.3018 -3.0859 0.966 -0.482 0.160
O 3.6375 -5.0506 -3.4985 -0.518 -0.543 -1.095
C 4.8254 -4.8063 -2.7854 -1.669 0.205 0.903
N 0.1651 -4.1195 -2.9866 -0.570 0.233 -0.359
H 1.1248 -4.0642 -5.6038 0.202 0.063 0.145
H -0.0327 -5.3154 -5.2539 -0.034 0.068 -0.027
H 1.5600 -5.7883 -5.6428 0.513 0.098 0.387
H 1.1886 -5.9412 -3.1507 0.015 -0.187 -0.332
H 2.4521 -4.3068 -1.9880 -0.127 -0.090 0.112
H 2.6332 -3.2502 -3.3625 -0.295 0.050 -0.340
H 4.7300 -5.3482 -1.8328 0.474 0.029 0.070
H 4.7884 -3.7369 -2.5395 0.984 0.063 -0.094
H 5.6769 -5.1698 -3.3520 0.057 0.322 -0.042
H -0.7280 -4.2694 -3.4426 0.027 -0.043 0.003
H 0.0383 -4.3642 -2.0119 0.118 -0.109 0.004
C 1.5037 -1.5387 2.1712 -0.059 0.760 0.200
C 1.0539 -2.5454 1.0710 -0.822 2.310 1.935
C 1.1026 -1.9089 -0.3090 -0.374 -0.018 -1.060
O 0.6620 -0.5650 -0.3360 0.438 1.266 1.855
C 0.9491 0.1621 -1.5158 -1.275 -1.588 -0.181
N 1.8684 -3.7201 1.2334 -0.169 -0.528 -1.398
H 1.4184 -1.9325 3.1893 0.304 -0.712 -0.222
H 0.9712 -0.5946 2.3290 -0.295 -0.043 -0.877
H 2.5418 -1.2710 1.9557 0.106 -0.048 0.219
H -0.0028 -2.7449 1.2731 0.040 -0.504 -0.007
H 0.3586 -2.3867 -0.9546 0.653 -0.769 -0.271
H 2.1182 -1.9780 -0.7177 0.019 -0.124 -0.135
H 0.5755 1.1837 -1.4669 0.395 0.114 0.603
H 0.2669 -0.3097 -2.2380 0.712 0.103 -0.824
H 2.0045 0.0789 -1.7779 -0.014 0.199 -0.238
H 1.6783 -4.1177 2.1411 0.380 0.004 0.124
H 2.8356 -3.4259 1.1410 0.096 -0.218 0.359
C 7.0630 -3.5107 0.5028 0.277 0.363 0.601
C 5.7501 -3.0904 1.1658 0.338 -0.200 0.508
C 5.8528 -2.9658 2.6838 -0.628 0.933 -0.232
O 6.2419 -4.1610 3.3118 -0.532 -0.095 -0.048
C 5.2053 -4.7914 4.0559 0.512 0.015 0.520
N 5.1561 -1.8535 0.6442 -0.402 -1.189 -0.059
H 7.6915 -2.6283 0.3555 -0.056 0.010 -0.277
H 6.8967 -4.0384 -0.4353 0.092 0.116 -0.083
H 7.6363 -4.1442 1.1821 -0.159 -0.280 -0.117
H 5.0388 -3.9043 0.9859 -0.165 0.058 0.010
H 4.8797 -2.5526 2.9849 -0.287 -0.740 0.315
H 6.4773 -2.1237 3.0078 0.749 -0.310 -0.290
H 4.7242 -4.0456 4.6897 -0.197 -0.083 0.084
H 5.6894 -5.5314 4.6917 0.078 0.079 0.085
H 4.4500 -5.3497 3.4970 0.036 0.323 -0.552
H 5.1411 -2.0204 -0.3547 0.006 0.931 -0.155
H 5.6836 -1.0335 0.9111 0.228 -0.004 -0.377
C -6.8974 -3.5455 -1.8912 0.560 0.163 -2.295
C -5.8849 -2.4137 -1.9011 0.354 1.045 0.008
C -4.7774 -2.5255 -2.9806 -0.147 -1.686 1.654
O -3.8932 -1.4399 -3.0348 -0.667 0.152 -0.343
C -2.9092 -1.4386 -2.0127 -0.430 0.295 -0.468
N -6.6393 -1.1610 -2.0305 -0.531 0.035 -0.387
H -6.4681 -4.5487 -1.8695 -0.016 0.044 1.436
H -7.2541 -3.6522 -2.9307 -0.528 0.619 0.073
H -7.7179 -3.2029 -1.2698 -0.057 -0.873 0.370
H -5.4374 -2.3667 -0.9024 0.317 -0.094 -0.106
H -5.2284 -2.8053 -3.9329 0.104 0.743 -0.339
H -4.2113 -3.4193 -2.6735 0.205 -0.136 -0.206
H -2.2885 -2.3332 -2.1135 0.257 0.128 0.129
H -3.3336 -1.3795 -1.0068 -0.062 -0.097 0.000
H -2.3760 -0.5127 -2.2147 0.463 -0.224 0.281
H -6.0660 -0.3812 -2.3342 0.321 -0.160 0.187
H -7.3156 -1.2791 -2.7818 -0.071 0.031 0.090
C 2.3116 1.8108 -5.2683 -0.588 0.366 -0.258
C 3.5487 1.0228 -5.6128 0.409 -0.167 -0.784
C 3.3128 -0.4699 -5.8395 0.648 0.387 0.928
O 4.5939 -1.0976 -5.9141 -0.268 0.143 -0.588
C 4.4660 -2.4848 -5.7702 1.346 -0.856 0.591
N 4.1261 1.6178 -6.8303 -0.613 -0.781 0.155
H 1.6319 1.8335 -6.1247 0.185 0.172 -0.147
H 2.6629 2.8203 -5.0426 -0.357 0.135 -0.023
H 1.6562 1.4902 -4.4565 0.514 -0.369 0.258
H 4.2780 1.1222 -4.8024 -0.112 -0.260 0.247
H 2.7407 -0.7019 -6.7386 -0.171 0.216 -0.051
H 2.7951 -0.8300 -4.9416 -0.192 -0.283 -0.077
H 3.7019 -2.9519 -6.3952 -0.485 0.222 0.443
H 4.4716 -2.7154 -4.6979 -1.134 -0.202 -0.042
H 5.3747 -3.0405 -6.0338 0.281 0.711 -0.568
H 5.1052 1.4065 -6.9212 0.085 0.363 -0.129
H 3.8549 2.5743 -6.9786 0.429 0.161 0.077
C -1.0011 4.2762 -1.5575 -0.748 -0.019 -0.131
O -1.2590 4.8899 -0.3008 1.092 -0.411 0.085
C -0.0413 5.4901 0.1447 -0.395 2.106 0.684
C 0.0215 6.9601 -0.3789 1.155 -0.166 -0.673
N -1.3086 7.5767 -0.4206 1.132 -0.902 -0.557
C -1.3754 8.4791 -1.5620 -1.383 0.665 -0.102
C -2.8092 9.0444 -1.6687 0.529 -0.777 1.188
O -3.7022 8.0461 -2.1637 0.023 0.602 -0.103
C -5.0524 8.4454 -1.9436 0.067 0.168 -0.783
H -1.9224 3.8365 -1.9377 -0.133 -0.046 0.324
H -0.2619 3.4820 -1.4385 0.167 0.039 -0.149
H -0.7075 5.0001 -2.3224 0.357 0.056 0.097
H 0.8443 4.9078 -0.1065 -0.031 -0.042 -0.284
H -0.0083 5.6628 1.2230 -0.676 -0.856 0.201
H 0.5505 6.9571 -1.3473 -0.609 -0.096 -0.425
H 0.7299 7.5863 0.1764 -0.236 -0.288 0.629
H -1.8945 6.7570 -0.5657 -0.557 0.465 -0.167
H -1.1032 8.0604 -2.5399 0.029 -0.431 0.066
H -0.6717 9.2995 -1.4061 -0.105 0.124 0.162
H -2.8395 9.9945 -2.2075 -0.167 -0.150 -0.400
H -3.1503 9.2122 -0.6426 0.279 0.501 0.122
H -5.1536 9.5329 -1.9010 0.149 0.071 -0.015
H -5.5085 8.0530 -1.0342 0.262 -0.299 0.100
H -5.6054 8.1250 -2.8250 -0.243 -0.192 0.156
C -2.5310 -7.1486 0.6566 -0.063 0.113 -0.196
O -1.3089 -7.0066 1.3449 -0.275 -0.285 -0.004
C -0.3573 -6.1453 0.7451 0.587 0.034 0.767
C 0.7955 -6.9374 0.1827 0.328 0.035 0.134
N 0.4814 -7.6044 -1.0632 0.355 -0.410 0.114
C 1.5277 -8.5545 -1.4670 -0.435 0.604 -1.367
C 1.0838 -9.2830 -2.7535 1.516 0.128 0.222
O 0.7397 -10.6077 -2.4404 -0.626 -0.002 -0.183
C 0.4973 -11.4339 -3.5674 0.502 -0.309 0.297
H -3.2353 -6.3554 0.9323 0.009 0.084 -0.080
H -2.9909 -8.1037 0.9094 0.165 -0.025 0.158
H -2.3789 -7.1305 -0.4268 -0.072 0.064 -0.033
H 0.1119 -5.5813 1.5567 -0.395 0.264 0.001
H -0.8198 -5.4378 0.0511 0.024 -0.103 -0.135
H 1.1149 -7.6259 0.9827 -0.230 -0.233 -0.031
H 1.6665 -6.2811 0.0847 -0.184 0.184 -0.452
H -0.3605 -8.1569 -0.9260 -0.047 0.054 0.043
H 1.8463 -9.2330 -0.6723 -0.183 -0.270 -0.053
H 2.4162 -8.0183 -1.8102 -0.001 0.448 0.532
H 1.9483 -9.2525 -3.4342 0.115 -0.439 0.029
H 0.3580 -8.6882 -3.3208 -0.664 -0.278 0.437
H -0.3289 -12.1047 -3.3341 -0.313 0.308 -0.203
H 1.3468 -12.1042 -3.7405 0.208 0.209 -0.023
H 0.3548 -10.8417 -4.4713 -0.372 -0.091 -0.031
C -6.0666 5.1206 6.2463 -1.594 0.396 -0.139
O -5.4448 3.8730 6.3422 0.072 0.247 -0.261
C -4.0570 3.9425 6.6522 0.221 -0.398 -0.071
C -3.2461 3.3119 5.5072 -0.580 0.291 1.578
N -3.1698 4.2241 4.3764 0.905 -0.993 -0.149
C -2.1264 3.8240 3.4310 0.120 0.988 -1.084
C -2.2961 2.5165 2.6725 -1.647 -1.421 0.036
O -1.1445 1.7103 2.5240 0.185 1.086 -0.698
C -0.3001 2.2825 1.5268 1.616 -1.977 0.263
H -7.1562 5.0105 6.1593 0.078 -0.682 0.440
H -5.9228 5.6806 5.3132 1.094 0.076 0.205
H -5.9220 5.7080 7.1560 0.325 0.307 -0.230
H -3.9079 3.4131 7.5985 0.052 -0.353 -0.156
H -3.7196 4.9599 6.8650 -0.147 0.165 -0.391
H -3.6808 2.3157 5.3658 -0.178 0.039 -0.557
H -2.2592 3.0880 5.9216 0.287 0.378 -0.334
H -4.0379 4.2802 3.8577 -0.204 -0.066 0.286
H -1.1218 3.8500 3.8610 -0.178 -0.076 0.467
H -2.1229 4.6024 2.6600 0.163 0.154 0.131
H -2.7869 2.6656 1.6998 0.469 0.377 -0.199
H -3.0480 1.8588 3.1317 0.276 0.175 0.569
H 0.5957 1.6486 1.5324 0.197 0.195 0.423
H 0.0338 3.2943 1.7390 -0.453 0.245 -0.145
H -0.5873 2.0670 0.4942 -0.981 0.691 0.050
C 4.5388 5.8396 11.2038 0.462 1.076 -0.165
O 4.8399 5.4990 9.8765 0.510 -0.319 -0.093
C 4.2750 4.2955 9.4079 -1.203 0.662 -1.289
C 3.3490 4.6415 8.2312 -1.440 -0.298 0.244
N 2.9833 3.4660 7.4749 0.207 -1.412 -1.448
C 2.0978 3.6951 6.3193 0.292 0.692 0.688
C 1.8187 2.4618 5.5002 0.602 -0.946 0.663
O 1.1766 1.4776 6.3207 -0.337 0.838 -0.944
C 0.8077 0.3345 5.5417 0.119 0.209 1.982
H 3.4727 6.0743 11.2909 -0.053 -0.571 0.471
H 5.0440 6.7931 11.3906 0.002 -0.044 -0.108
H 4.9798 5.1553 11.9338 -0.582 -0.330 0.007
H 3.5602 3.8767 10.1203 0.697 -0.472 0.464
H 5.0042 3.5946 9.0000 0.275 -0.091 0.622
H 3.7536 5.3932 7.5538 0.221 -0.030 0.135
H 2.4040 5.0064 8.6712 0.267 0.813 -0.005
H 2.4114 2.7959 7.9804 0.599 0.071 0.729
H 2.5117 4.4626 5.6608 0.067 0.026 0.057
H 1.1643 4.0796 6.7561 -0.355 0.108 -0.625
H 2.7242 1.9345 5.1760 0.394 0.636 -0.211
H 1.2690 2.7395 4.5948 -0.461 -0.160 0.128
H 0.0950 0.6158 4.7667 0.130 -0.275 -0.243
H 0.3646 -0.2741 6.3335 -0.433 -0.379 -0.590
H 1.7036 -0.2067 5.2217 -0.068 0.186 -0.561
C -3.1319 9.2426 -7.6560 -1.102 -0.006 -0.072
O -2.4978 8.0237 -7.9899 0.179 0.543 0.359
C -1.8568 7.3891 -6.8991 -0.560 -0.792 0.061
C -1.8398 5.8767 -7.1979 0.362 0.379 0.861
N -0.7861 5.1729 -6.4398 -1.592 -0.177 -0.993
C -0.9462 3.7220 -6.7330 1.274 0.785 1.435
C -1.9674 3.0904 -5.7544 0.448 0.182 -1.721
O -1.4617 1.8207 -5.3773 -0.438 0.398 0.719
C -1.6620 1.5825 -4.0128 0.325 -0.336 1.045
H -3.5809 9.2176 -6.6588 0.337 -0.103 0.238
H -4.0037 9.3648 -8.3017 0.169 -0.121 -0.328
H -2.5532 10.1613 -7.7596 0.574 -0.235 0.036
H -2.4491 7.5041 -5.9849 -0.117 0.187 0.000
H -0.8808 7.8064 -6.6334 0.284 -0.018 -0.509
H -1.8212 5.6309 -8.2640 0.251 0.414 -0.171
H -2.7900 5.4771 -6.8361 -0.075 -0.016 -0.052
H 0.1249 5.5433 -6.6761 0.045 -0.288 -0.296
H 0.0602 3.3635 -6.5111 -0.265 -0.728 0.063
H -1.1694 3.4496 -7.7676 -0.087 0.366 -0.142
H -2.9077 2.9511 -6.3000 -0.153 -0.072 0.257
H -2.1433 3.8027 -4.9461 0.219 -0.288 0.324
H -1.1865 2.3240 -3.3564 0.312 0.172 -0.387
H -1.2009 0.6276 -3.7592 -0.128 -0.082 -0.202
H -2.6969 1.5755 -3.6468 -0.246 -0.190 -0.611
```
Forces are in eV/Å.